Record 1
This record from OMol25 describes a cluster of 2 separate species, C12H17N in total. The level of theory is ωB97M-V/def2-TZVPD.

Each line ends with the natural charge from an NBO analysis.
Geometry (Å):
C (1.0868, -1.1893, -3.7065)  -0.6437
C (0.4680, -0.7028, -2.4694)  -0.0918
C (-0.3213, -1.4273, -1.6043)  -0.0551
N (-0.6159, -0.5702, -0.5462)  -0.5381
C (-0.0575, 0.6584, -0.6856)  0.1938
C (-0.1530, 1.8175, 0.0804)  -0.2602
C (0.2613, 3.0054, -0.5151)  -0.2239
C (0.8535, 2.9033, -1.7704)  -0.2303
C (1.3263, 1.7623, -2.3588)  -0.1947
C (0.6729, 0.5830, -1.9342)  -0.0988
H (1.6273, -0.4125, -4.2726)  0.2162
H (0.3194, -1.4854, -4.4437)  0.2249
H (1.8988, -1.8759, -3.4190)  0.2252
H (-0.5806, -2.4605, -1.8102)  0.2220
H (-1.4104, -0.8038, 0.0247)  0.4055
H (-0.6331, 1.9020, 1.0532)  0.2118
H (0.1305, 4.0327, -0.1732)  0.2203
H (1.0840, 3.8802, -2.2108)  0.2000
H (2.0517, 1.7653, -3.1682)  0.2149
C (0.1027, -0.1210, 2.5584)  -0.6150
C (-1.2244, -0.7975, 2.8556)  -0.3900
C (-1.1570, -2.1265, 3.6264)  -0.6134
H (0.7528, -0.6625, 1.8772)  0.2208
H (0.5075, -0.0526, 3.5686)  0.2020
H (-0.0394, 0.9249, 2.3722)  0.2114
H (-1.8104, -0.1054, 3.4764)  0.1996
H (-1.8241, -1.0850, 1.9551)  0.1694
H (-1.9158, -2.2380, 4.3997)  0.2117
H (-1.1446, -3.0305, 2.9862)  0.2052
H (-0.2560, -2.0883, 4.2542)  0.2001

SMILES: Cc1c[nH]c2ccccc12.CCC
frontier orbital gap: 0.3167 Ha
energy relative to the best compared isomer or geometry (same formula, charge and spin): 40.3 kcal/mol


Record 2
This record from OMol25 describes a cluster of 3 separate species, C35H57B2FN4O7S in total. The level of theory is ωB97M-V/def2-TZVPD.

Each line ends with the Mulliken charge.
Geometry (Å):
C (1.6553, 4.2030, 2.4462)  -1.0178
C (0.9178, 2.8404, 1.9871)  0.2414
O (1.1358, 2.6251, 0.5696)  -0.2873
C (-0.0940, 2.6003, -0.1843)  -0.8932
C (-0.3662, 1.1282, -0.8444)  0.0160
C (0.7024, 0.0545, -0.3103)  0.1655
C (2.1570, 0.0248, -0.9060)  0.3815
C (2.4529, 1.0936, -2.0820)  -0.5446
C (1.9875, 0.3620, -3.4697)  -0.4092
C (1.1662, 1.3289, -4.4577)  -0.6118
C (-0.3777, 0.8649, -4.6712)  -0.0559
O (-0.5601, 0.0647, -5.8696)  -0.4223
C (3.2467, -1.0053, -0.4203)  -0.2159
B (4.7461, -1.0308, -1.0969)  0.8107
C (5.8417, 0.1581, -0.8964)  -0.9259
O (5.0130, -2.1943, -1.9329)  -0.6524
C (2.8392, -1.9934, 0.7170)  -0.0384
B (3.9404, -3.0642, 1.2998)  0.8103
O (3.6060, -4.4664, 1.2751)  -0.6454
C (5.3750, -2.6380, 1.9411)  -0.1962
C (5.9454, -3.9497, 2.7189)  -1.0488
C (1.3777, -1.9443, 1.2831)  0.0818
C (0.2811, -0.9661, 0.8110)  -0.8453
N (-1.1146, -0.8939, 1.2755)  1.2766
C (-2.0582, -1.6875, 0.4345)  -0.3770
F (-3.1335, -0.8370, -0.0651)  -0.3879
C (-1.3821, -2.4925, -0.7702)  0.6390
C (-2.5609, -3.2892, -1.5429)  -1.0863
C (-1.2958, -1.2929, 2.6821)  -0.8746
C (-0.4606, -2.3150, 3.4841)  0.9044
C (-0.6850, -2.7288, 4.9560)  -0.6915
C (-1.8964, -2.0867, 5.6947)  -0.6644
C (-2.7615, -1.0679, 4.9243)  -0.2332
C (-2.5074, -0.6329, 3.4372)  -0.1635
N (-3.3476, 0.3201, 2.6920)  0.8600
C (-3.3154, 1.7016, 3.2714)  -0.9773
C (-4.7159, -0.1708, 2.4785)  0.5762
C (-5.5410, 0.4456, 1.2283)  -0.9911
O (-5.3269, -1.0066, 3.1883)  -0.5685
S (0.9679, -3.1494, 2.6116)  -0.4453
H (1.8275, 4.9355, 1.5730)  0.2792
H (1.1048, 4.6857, 3.3240)  0.1782
H (2.7130, 3.9546, 2.8386)  0.2845
H (1.4809, 1.9884, 2.5332)  0.1971
H (-0.1682, 2.7635, 2.3252)  -0.0967
H (0.0739, 3.2979, -1.0948)  0.4068
H (-1.0030, 3.0171, 0.3628)  0.3291
H (-1.4440, 0.8057, -0.6633)  0.0672
H (-0.2098, 1.2041, -1.9711)  -0.6278
H (1.8929, 2.0737, -1.9105)  0.1326
H (3.5581, 1.3522, -2.1824)  0.0171
H (1.2528, -0.4749, -3.1542)  0.1162
H (2.8545, -0.1785, -3.9893)  0.4731
H (1.2580, 2.4299, -4.1646)  0.3077
H (1.6422, 1.2213, -5.5080)  0.3513
H (-0.7426, 0.2135, -3.7882)  -0.0603
H (-1.0845, 1.7816, -4.6775)  0.1958
H (-1.1596, -0.6820, -5.6438)  0.3047
H (5.6539, 0.5972, 0.1495)  0.2678
H (5.6333, 1.0056, -1.6558)  0.2386
H (6.9100, -0.2400, -0.9527)  0.3331
H (5.9700, -2.4076, -1.9020)  0.3029
H (3.4703, -4.7804, 0.3529)  0.3190
H (6.1634, -2.4145, 1.1213)  0.0795
H (5.3102, -1.8117, 2.7259)  0.2734
H (6.9703, -3.7486, 3.1865)  0.3450
H (6.0588, -4.8424, 2.0075)  0.2460
H (5.2449, -4.2062, 3.5998)  0.2569
H (-2.5756, -2.4428, 1.1372)  0.6175
H (-0.8732, -1.8199, -1.5357)  -0.4015
H (-0.6942, -3.2763, -0.3045)  0.2226
H (-2.5384, -2.9489, -2.6436)  0.2407
H (-2.3439, -4.4231, -1.5793)  0.3359
H (-3.6055, -3.0481, -1.1577)  0.2889
H (-0.0073, -3.4671, 5.4888)  0.3360
H (-2.1573, -2.3550, 6.7672)  0.3069
H (-3.6710, -0.5911, 5.4210)  0.3115
H (-4.3285, 2.0196, 3.7089)  0.2868
H (-2.4608, 1.8089, 4.0180)  0.3460
H (-3.0907, 2.4311, 2.4040)  0.2528
H (-6.5906, 0.7980, 1.5386)  0.3430
H (-5.7162, -0.4124, 0.4804)  0.2436
H (-4.9243, 1.2530, 0.7064)  0.2272
C (-3.3057, 5.6545, 6.9959)  -0.9249
N (-2.3794, 5.3736, 5.9179)  0.1254
C (-1.7849, 6.4820, 5.1957)  -0.9175
C (-2.0490, 4.1007, 5.5614)  0.1756
O (-1.2786, 3.7956, 4.6670)  -0.5931
H (-4.1528, 6.2199, 6.5992)  0.3449
H (-2.7952, 6.2475, 7.7588)  0.3352
H (-3.6722, 4.7310, 7.4468)  0.3012
H (-2.0477, 6.4021, 4.1380)  0.2748
H (-0.6977, 6.4295, 5.2911)  0.2846
H (-2.1429, 7.4327, 5.5920)  0.3757
H (-2.5550, 3.3358, 6.1722)  0.2717
C (-0.1491, -2.2625, -7.7515)  -0.9860
N (-0.7740, -2.7443, -8.9666)  0.1452
C (-0.8314, -4.1728, -9.2087)  -0.9653
C (-1.3103, -1.8958, -9.8901)  0.1169
O (-1.8476, -2.2351, -10.9277)  -0.5852
H (0.8920, -2.5949, -7.7313)  0.3218
H (-0.6826, -2.6749, -6.8903)  0.2812
H (-0.1774, -1.1740, -7.7018)  0.3775
H (-0.3116, -4.3987, -10.1430)  0.2936
H (-1.8762, -4.4777, -9.3070)  0.3007
H (-0.3651, -4.7188, -8.3878)  0.3790
H (-1.2139, -0.8347, -9.6095)  0.2989

SMILES: CCOCCc1c(CCCCO)c(B(C)O)c(B(O)CC)c2c1N([C@@H](F)CC)c1c(cccc1N(C)C(C)=O)S2.CN(C)C=O.CN(C)C=O
frontier orbital gap: 0.2825 Ha


Record 3
This record from OMol25 describes a cluster of 3 separate species, C26H46FN2O3P in total. The level of theory is ωB97M-V/def2-TZVPD.

Each line ends with the Mulliken charge.
Geometry (Å):
O (-3.1902, -2.3441, -0.1506)  -0.4884
C (-3.3364, -2.0844, -1.4796)  0.1461
C (-2.0017, -2.2285, -2.4208)  -0.4196
P (-1.1824, -0.5739, -2.9212)  0.4472
F (-0.3225, 0.8602, -3.4624)  -0.4121
C (-4.8518, -1.7063, -1.9766)  0.3459
C (-5.7980, -2.7712, -2.8245)  -0.2857
C (-7.3439, -2.3098, -3.2411)  -0.3834
C (-7.9387, -0.8312, -2.8132)  -0.2918
C (-7.0089, 0.2715, -1.9950)  -0.4289
C (-5.4623, -0.2050, -1.5823)  -0.2045
H (-2.1924, -2.9415, -3.3578)  0.4327
H (-1.1939, -2.8102, -1.7621)  0.0162
H (-2.4171, 0.1630, -2.7549)  0.0179
H (-0.7881, -1.2286, -4.1760)  0.0703
H (-0.1945, -0.7048, -1.8424)  0.0236
H (-5.3995, -3.8357, -3.1042)  0.2898
H (-8.0484, -3.0447, -3.8212)  0.2843
H (-9.0493, -0.5387, -3.0929)  0.2672
H (-7.4328, 1.3416, -1.6955)  0.2875
H (-4.7900, 0.5761, -0.9858)  0.2506
C (3.9851, -4.0952, 0.8896)  -1.8237
C (3.1198, -2.8050, 0.8081)  1.9369
C (3.3027, -1.9518, 2.0939)  -0.9715
C (2.5933, -2.5267, 3.3164)  -0.5383
C (1.1238, -2.8089, 3.0127)  -1.1667
C (0.9265, -3.6944, 1.7551)  1.7542
N (1.6873, -3.1822, 0.5651)  0.1061
O (1.0168, -2.0380, 0.0928)  -0.2253
C (1.3568, -5.1517, 2.0826)  -1.7669
C (-0.6025, -3.8310, 1.4708)  -1.8585
C (3.7538, -2.0118, -0.3837)  -1.6995
H (3.5172, -4.9258, 0.3446)  0.3414
H (4.9727, -3.9631, 0.4337)  0.4933
H (4.1736, -4.4156, 1.9159)  0.3175
H (2.9192, -0.9352, 1.9251)  0.0831
H (4.3693, -1.8363, 2.3235)  0.3554
H (3.0925, -3.4395, 3.6543)  0.3208
H (2.6622, -1.8172, 4.1482)  0.3955
H (0.6652, -3.2864, 3.8888)  0.4026
H (0.6025, -1.8509, 2.8857)  0.2590
H (1.2884, -5.7912, 1.1940)  0.3631
H (0.6990, -5.5887, 2.8445)  0.4230
H (2.3620, -5.2362, 2.4893)  0.3523
H (-1.0974, -2.8659, 1.3239)  0.3398
H (-1.1168, -4.3083, 2.3142)  0.4303
H (-0.7860, -4.4501, 0.5839)  0.3976
H (3.6595, -2.5696, -1.3236)  0.4624
H (4.8206, -1.8345, -0.2118)  0.4963
H (3.3044, -1.0219, -0.5235)  0.0736
C (1.1936, 2.5450, 1.5455)  -1.8948
C (0.3787, 2.9961, 0.2995)  2.0574
C (1.2328, 2.8373, -0.9890)  -0.7689
C (2.3222, 3.8955, -1.1359)  -0.6093
C (1.7413, 5.3006, -0.9954)  -1.2412
C (0.9201, 5.4870, 0.3067)  1.5812
N (-0.1019, 4.4035, 0.5031)  0.2547
O (-1.1479, 4.6358, -0.4100)  -0.5000
C (1.8899, 5.5387, 1.5203)  -1.6826
C (0.2833, 6.9124, 0.3002)  -1.7396
C (-0.7891, 1.9556, 0.2276)  -1.5472
H (0.8991, 3.1077, 2.4413)  0.3622
H (1.0268, 1.4905, 1.7920)  0.3365
H (2.2714, 2.6497, 1.4082)  0.3253
H (0.5846, 2.8913, -1.8756)  0.3787
H (1.6967, 1.8434, -1.0160)  0.0105
H (3.1122, 3.7365, -0.3962)  0.2867
H (2.8001, 3.7968, -2.1166)  0.4072
H (2.5614, 6.0297, -1.0346)  0.3972
H (1.1127, 5.5084, -1.8714)  0.3632
H (1.3355, 5.6072, 2.4643)  0.3693
H (2.5370, 6.4230, 1.4628)  0.4303
H (2.5684, 4.6907, 1.5819)  0.3182
H (-0.3579, 7.0897, -0.5690)  0.3513
H (1.0586, 7.6879, 0.2659)  0.4038
H (-0.3106, 7.0843, 1.2064)  0.4334
H (-1.4274, 2.0165, 1.1177)  0.4616
H (-0.3995, 0.9338, 0.1714)  0.0714
H (-1.4205, 2.0844, -0.6590)  0.3646

2S+1: 3
expectation value of S²: 2.01
frontier orbital gap (alpha / beta): 0.3128 / 0.3020 Ha


Record 4
This record from OMol25 describes the molecule C13H13N2O7P. The level of theory is ωB97M-V/def2-TZVPD.

Each line ends with the natural charge from an NBO analysis.
Geometry (Å):
O (0.2463, -3.2451, 2.1209)  -0.6120
C (-0.4324, -2.8445, 1.1797)  0.8094
O (-0.8805, -3.6392, 0.2686)  -0.6475
C (-0.7473, -1.2628, 1.1683)  -0.0921
C (-2.2394, -0.9691, 1.5841)  0.7717
O (-3.1601, -1.1258, 0.8234)  -0.5667
O (-2.3631, -0.6970, 2.8961)  -0.6511
N (0.0791, -0.5532, 2.1314)  -0.6573
C (0.2935, 0.8883, 1.7235)  -0.3867
P (1.3334, 2.0176, 2.8482)  2.2988
O (2.8016, 1.7922, 2.6140)  -1.1207
O (0.8536, 3.5917, 2.5808)  -0.9673
O (1.1889, 1.6328, 4.3410)  -0.9716
C (1.0979, 0.9373, 0.3796)  -0.4526
C (0.4492, 0.1207, -0.6531)  -0.0758
C (-0.4329, -0.8704, -0.2725)  0.1356
N (-1.0706, -1.2851, -1.4050)  -0.5236
C (-0.5525, -0.6182, -2.5250)  0.1452
C (-0.9053, -0.7578, -3.9165)  -0.2214
C (-0.3903, 0.2494, -4.7349)  -0.2167
C (0.5105, 1.2422, -4.3147)  -0.2270
C (0.7913, 1.3485, -2.9409)  -0.1641
C (0.2666, 0.3480, -2.0897)  -0.1072
H (-0.6399, -4.5698, 0.5092)  0.5217
H (-1.3852, -0.7453, 3.0977)  0.5076
H (0.9747, -1.0610, 2.2783)  0.4228
H (-0.6153, 1.4729, 1.4367)  0.2550
H (1.4649, 4.2019, 3.0313)  0.5196
H (1.7933, 0.9281, 4.3934)  0.5147
H (2.1540, 0.7217, 0.3350)  0.2507
H (1.0882, 2.0073, 0.0849)  0.2246
H (-1.8974, -1.8178, -1.4011)  0.4254
H (-1.6391, -1.6185, -4.2015)  0.2271
H (-0.4793, 0.2605, -5.7667)  0.2081
H (0.9681, 1.8416, -5.0421)  0.2125
H (1.4758, 2.0780, -2.5626)  0.2109

SMILES: O=C(O)C1(C(=O)O)N[C@@H](P(=O)(O)O)Cc2c1[nH]c1ccccc21
frontier orbital gap: 0.3053 Ha
energy relative to the best compared isomer or geometry (same formula, charge and spin): 19.2 kcal/mol